Computed, not measured: 10 unconnected molecules or ions with the total composition C34H96N12O10, with the ωB97M-V functional and the def2-TZVPD basis.

## Properties
Frontier orbital gap   0.3233 Ha
Energy relative to the best compared isomer or geometry (same formula, charge and spin)   485.34 kJ/mol
Highest occupied orbital energy   -8.6 eV
SMILES   COC[C@H](C)N.COC[C@H](C)N.COC[C@H](C)N.COC[C@H](C)N.COC[C@H](C)N.COC[C@H](C)N.COC[C@H](C)N.COC[C@H](C)N.NC(N)=O.NC(N)=O

Positions of all 152 atoms, in Å:
C -14.36285 4.20445 -12.94515
O -15.55930 3.62642 -13.31938
C -16.32043 4.00493 -14.42306
C -17.58734 3.09002 -14.41282
C -18.51647 3.10951 -15.65123
N -18.51463 3.42275 -13.28991
H -14.65116 5.15862 -12.50408
H -13.56186 4.23870 -13.68363
H -13.86165 3.63215 -12.16453
H -16.54581 5.06199 -14.28183
H -16.02778 3.82509 -15.45752
H -17.11380 2.10905 -14.37342
H -19.45049 2.58707 -15.44446
H -18.05050 2.57824 -16.48113
H -18.73131 4.13518 -15.95113
H -19.21526 2.73394 -13.05593
H -17.96053 3.62986 -12.47127
C -15.86739 8.66848 -21.67347
O -15.93469 7.30361 -21.18606
C -16.97624 6.55678 -21.84641
C -17.31093 5.31400 -21.01648
C -17.48738 5.60929 -19.54684
N -16.27887 4.26526 -21.17164
H -15.09012 9.24956 -21.17719
H -16.84968 9.12322 -21.54534
H -15.73857 8.63076 -22.75518
H -17.92971 7.08298 -21.89217
H -16.72959 6.38333 -22.89387
H -18.27445 4.93005 -21.35159
H -18.40928 6.06853 -19.19005
H -16.63636 6.13761 -19.11704
H -17.51838 4.61037 -19.11176
H -16.11104 3.81772 -20.28190
H -15.48012 4.88026 -21.23384
C -15.78174 3.63761 -26.68568
O -14.91140 4.75667 -26.83661
C -14.61776 5.49594 -25.70888
C -14.16040 4.77822 -24.43664
C -13.79493 5.79396 -23.38327
N -13.18286 3.73169 -24.66372
H -15.84539 3.12635 -27.64623
H -16.77816 4.03583 -26.49419
H -15.45621 2.90560 -25.94657
H -13.85454 6.14257 -26.14184
H -15.45279 6.14555 -25.44651
H -15.09208 4.29180 -24.14777
H -13.56690 5.28346 -22.44759
H -14.46719 6.64502 -23.27438
H -12.83781 6.19143 -23.72095
H -12.27323 4.08580 -24.92309
H -13.43653 3.41245 -25.58775
C -15.72704 -0.85525 -13.62622
O -16.43104 -1.03943 -14.85523
C -15.63348 -0.67609 -16.00251
C -16.30699 -1.21310 -17.37139
C -16.37114 -2.71299 -17.32232
N -15.55697 -0.80924 -18.54809
H -16.26790 -1.32868 -12.80681
H -15.43385 0.11149 -13.21688
H -14.76157 -1.36040 -13.59780
H -15.65227 0.41050 -15.91846
H -14.59203 -0.98424 -15.91017
H -17.26701 -0.69884 -17.41615
H -16.80032 -3.00527 -18.28070
H -17.17662 -2.98584 -16.64051
H -15.48346 -3.32484 -17.16179
H -15.40956 0.18911 -18.50714
H -14.67172 -1.28294 -18.43831
C -17.13249 1.01154 -21.93694
O -17.64377 -0.24726 -22.24825
C -17.95687 -1.13003 -21.14860
C -18.32248 -2.58758 -21.66921
C -17.36259 -3.13262 -22.75338
N -19.67760 -2.51241 -22.28763
H -16.09388 0.99240 -21.60675
H -17.64933 1.60512 -21.18286
H -17.15883 1.55369 -22.88218
H -17.01821 -1.19569 -20.59841
H -18.66581 -0.72778 -20.42493
H -18.38097 -3.29153 -20.83907
H -17.68587 -3.86636 -23.49177
H -16.38714 -3.43424 -22.37180
H -17.21217 -2.27303 -23.40651
H -19.81251 -1.57975 -22.65100
H -19.81171 -3.06694 -23.12107
C -11.43320 10.05688 -21.24369
O -12.20419 9.12446 -20.46705
C -11.53135 7.85026 -20.24401
C -12.55307 6.84711 -19.67595
C -13.22656 7.33167 -18.28780
N -11.77405 5.54932 -19.47259
H -10.39980 9.99919 -20.90187
H -11.73211 11.09270 -21.08295
H -11.37854 9.86147 -22.31464
H -10.95773 7.53356 -21.11508
H -10.82264 8.05841 -19.44244
H -13.28431 6.71183 -20.47288
H -12.50539 7.32983 -17.47048
H -14.08368 6.68822 -18.08928
H -13.50780 8.37523 -18.42918
H -11.21302 5.74306 -18.65539
H -11.22160 5.41679 -20.30765
C -8.58753 5.49732 -18.42880
O -9.36346 5.52661 -17.20234
C -9.26844 6.67074 -16.37411
C -9.77272 6.36999 -14.97397
C -11.31298 6.02613 -14.88740
N -9.46904 7.33982 -13.98456
H -7.54310 5.44266 -18.12177
H -8.76565 6.30238 -19.14171
H -8.69571 4.57745 -19.00347
H -8.25327 7.05158 -16.26229
H -9.84687 7.45162 -16.86779
H -9.17332 5.50152 -14.70086
H -11.80192 5.36822 -15.60587
H -12.01954 6.85222 -14.96766
H -11.45317 5.64651 -13.87531
H -8.47733 7.51535 -13.90841
H -9.95314 8.22280 -14.06264
C -13.11036 1.66626 -15.80581
O -13.12536 0.83254 -14.69910
C -11.95175 0.10212 -14.43444
C -11.08568 0.89131 -13.30783
C -9.67631 0.32650 -12.86825
N -11.81440 0.91127 -12.11512
H -13.31784 1.10545 -16.71715
H -12.18130 2.23593 -15.78538
H -13.94135 2.35634 -15.65970
H -12.26334 -0.82663 -13.95649
H -11.36753 -0.14307 -15.32139
H -10.99243 1.94341 -13.57707
H -9.09664 0.05228 -13.74966
H -9.72809 -0.54731 -12.21874
H -9.19420 1.16725 -12.36944
H -12.04920 -0.03441 -11.84933
H -12.72646 1.13046 -12.48957
N -13.67121 3.22994 -20.03937
C -14.11888 3.12986 -18.88929
N -13.48824 3.93356 -18.07352
O -15.00152 2.36641 -18.53252
H -13.00672 3.96968 -20.21643
H -14.02072 2.50247 -20.64660
H -13.64306 4.05943 -17.08343
H -12.78918 4.51049 -18.51912
N -10.72262 2.61631 -22.50809
C -10.17214 3.76054 -22.66220
N -9.49410 3.73612 -23.78227
O -10.23208 4.85259 -22.03410
H -10.43572 1.91784 -23.17886
H -11.38525 2.24079 -21.84476
H -8.94577 4.57721 -23.89180
H -9.72076 3.14347 -24.56808

These are the Löwdin partial charges, in e, on atoms 1 to 99: -0.11, -0.19, -0.20, -0.39, -0.06, 0.03, 0.09, 0.07, 0.09, 0.13, 0.11, 0.12, 0.07, 0.06, 0.07, 0.06, 0.06, -0.07, -0.22, -0.19, -0.41, -0.06, 0.08, 0.08, 0.08, 0.08, 0.12, 0.11, 0.13, 0.08, 0.07, 0.07, 0.03, 0.03, -0.09, -0.19, -0.24, -0.45, -0.05, 0.07, 0.09, 0.09, 0.08, 0.13, 0.12, 0.12, 0.06, 0.07, 0.09, 0.06, 0.05, -0.12, -0.18, -0.16, -0.41, -0.07, 0.05, 0.08, 0.07, 0.07, 0.10, 0.11, 0.14, 0.06, 0.08, 0.09, 0.03, 0.07, -0.13, -0.21, -0.16, -0.37, -0.08, 0.01, 0.07, 0.08, 0.08, 0.09, 0.12, 0.11, 0.07, 0.07, 0.06, 0.05, 0.05, -0.10, -0.21, -0.18, -0.31, 0.00, 0.03, 0.08, 0.08, 0.08, 0.12, 0.11, 0.11, 0.05, 0.06